1.
This record from OMol25 describes a cluster of 7 separate species, C32H60O9 in total at a distorted geometry. The level of theory is ωB97M-V with the def2-TZVPD basis set.

**LUMO energy**: 0.00 eV
**Energy relative to the best compared isomer or geometry (same formula, charge and spin)**: 146.3 kcal/mol
**Energy**: -52572.88283 eV
**SMILES string**: C=CCC(=O)O[C@H](O)CC=C.C1CCOC1.C1CCOC1.C1CCOC1.C1CCOC1.C1CCOC1.C1CCOC1
**Multiplicity**: 1
**Charge**: 0

```
101
Properties=species:S:1:pos:R:3:forces:R:3
C 0.740018 -2.555231 -1.540055 -0.2803 3.3147 0.2790
C 0.653303 -1.070529 -1.493607 -0.2637 -2.5274 -0.3955
C -0.202828 -0.208028 -0.346285 0.1287 -0.5479 -0.3699
C -0.897314 1.042667 -1.170574 4.6633 4.9940 -2.1977
O -0.044116 2.035094 -1.547173 -6.0017 -6.1754 2.4274
O -2.316600 1.150811 -1.541198 3.3213 -1.9524 -0.3607
C -2.823416 -0.067683 -2.190524 -1.9613 -1.6754 0.0899
O -3.390253 0.182123 -3.557993 1.9338 -1.5681 0.8854
C -4.120689 -0.577741 -1.273189 -0.6830 -0.6988 0.0723
C -3.943348 -2.114655 -0.702803 1.8601 -2.5991 -2.3112
C -3.403677 -3.219047 -1.580496 -1.5115 4.2283 2.5911
H 1.165778 -3.142820 -0.610056 -2.1282 0.9720 -1.6974
H 0.360572 -3.082358 -2.527888 2.2206 0.9938 1.7991
H 1.191613 -0.448234 -2.356495 -2.3449 -1.2542 1.4269
H 0.553841 0.142062 0.492841 -2.0003 -0.1642 -1.7564
H -1.094232 -0.834608 0.114599 2.1698 0.9782 -0.9714
H -2.019840 -0.912753 -2.341846 -1.3316 1.8398 0.8567
H -3.121986 -0.636411 -4.107787 -0.5282 2.0892 1.3341
H -4.367795 0.183181 -0.388825 0.8724 -1.7554 -1.8995
H -5.087357 -0.567260 -1.971597 2.2152 0.0213 1.3865
H -4.212688 -2.307790 0.435455 0.6489 0.3902 -2.6525
H -3.147104 -4.271694 -1.137632 -0.7183 2.2665 -1.1970
H -3.210289 -2.904946 -2.715857 -0.3270 -1.1734 2.7015
C -8.264474 -2.823118 3.465595 -0.6260 0.1959 0.0305
C -7.473370 -4.028758 3.028194 0.2393 -0.5525 0.2572
C -6.654906 -3.472420 1.883534 0.1414 0.0911 -0.4185
O -6.423156 -2.086826 2.172579 -0.2128 -0.2114 0.1531
C -7.269101 -1.701421 3.264858 0.3252 0.3296 0.0971
H -8.632378 -2.887797 4.492700 0.0443 0.0416 -0.1185
H -9.125015 -2.682673 2.800702 0.0634 0.0090 0.1115
H -6.810171 -4.351325 3.839486 -0.0715 -0.0180 -0.1022
H -8.093884 -4.879386 2.735091 0.0970 0.0907 0.0102
H -7.204149 -3.529163 0.937767 0.0319 -0.1140 -0.0296
H -5.697995 -3.988379 1.762831 -0.0473 0.1346 -0.0397
H -6.634909 -1.571203 4.148530 -0.0844 0.0520 0.0492
H -7.752138 -0.746951 3.038247 0.1388 -0.0591 -0.0550
C 3.126690 0.323535 3.812366 -0.0105 0.6139 0.2670
C 3.412422 -1.099058 4.218964 0.4779 -0.4012 0.0471
C 2.088733 -1.778933 3.944634 -0.4108 -0.2029 0.0476
O 1.480761 -1.079667 2.849863 0.2786 0.0976 0.1591
C 2.209304 0.135017 2.624035 -0.1314 -0.0456 -0.3872
H 4.023214 0.900331 3.571471 -0.1315 -0.0447 0.0010
H 2.592457 0.839863 4.618802 0.0791 -0.0093 -0.1109
H 4.190235 -1.520649 3.571394 -0.0444 -0.0020 0.0918
H 3.738341 -1.202866 5.256998 -0.0501 -0.0177 -0.1220
H 1.416141 -1.701445 4.805436 0.0542 -0.0769 0.0522
H 2.205612 -2.835577 3.687139 -0.1092 0.1010 -0.0530
H 2.780689 0.014274 1.697227 0.0512 0.1123 -0.0403
H 1.510214 0.966214 2.497241 -0.0123 -0.1177 -0.0105
C -7.798795 -3.689950 -3.934398 -0.0907 0.3850 -0.5184
C -8.043207 -5.122515 -3.535961 -0.4653 -0.3661 0.2802
C -6.634829 -5.647436 -3.361118 0.4054 -0.1673 -0.0641
O -5.827932 -4.540487 -2.936021 -0.3866 -0.0486 -0.1960
C -6.584183 -3.333599 -3.105545 0.2531 0.1366 0.3788
H -8.650277 -3.030559 -3.748220 0.1228 -0.0485 -0.0188
H -7.551388 -3.638519 -5.001395 -0.0532 0.0420 0.1064
H -8.575710 -5.155262 -2.578126 0.0304 -0.0429 -0.1067
H -8.622238 -5.690237 -4.268716 0.0777 0.0367 0.0953
H -6.226677 -6.013918 -4.308993 -0.0628 -0.1016 -0.0052
H -6.575870 -6.451371 -2.621744 0.1034 0.1088 -0.0357
H -6.873502 -2.978308 -2.110509 0.0083 0.1238 -0.0330
H -5.960581 -2.571291 -3.580622 0.0519 -0.0877 0.0998
C 2.948615 6.035595 -2.545345 0.3759 0.2103 -0.4812
C 1.738970 5.164278 -2.325579 -0.6272 0.0303 0.0015
C 2.291684 4.073953 -1.433761 -0.0268 -0.4700 0.2377
O 3.341182 4.665226 -0.655253 0.0178 0.3382 -0.2578
C 3.644703 5.955027 -1.204362 0.1225 -0.0124 0.4358
H 2.705066 7.059965 -2.838315 0.0622 -0.0936 0.0441
H 3.584904 5.597800 -3.323683 -0.0386 0.0951 0.0674
H 0.967198 5.729601 -1.789989 0.0329 -0.1014 -0.0809
H 1.300956 4.778541 -3.249628 0.0338 0.0080 0.1625
H 2.730023 3.262012 -2.023655 -0.1248 -0.0548 -0.0255
H 1.532981 3.651700 -0.768528 0.2435 0.0429 -0.1027
H 3.260059 6.711673 -0.511852 0.0535 0.1158 -0.0371
H 4.728471 6.075371 -1.285935 -0.0533 -0.0828 0.0910
C 6.693924 6.931521 1.320308 -0.2668 -0.5802 -0.2032
C 7.693768 7.446786 2.323078 0.0171 0.2051 0.6087
C 8.730110 8.096279 1.432127 0.3597 0.0972 -0.2600
O 8.039629 8.570369 0.267824 -0.1249 -0.2309 0.2665
C 6.717181 8.015075 0.264545 -0.0899 0.3719 -0.2207
H 5.697948 6.765074 1.738407 0.1039 0.0072 -0.0934
H 7.049700 5.986175 0.893596 -0.1052 0.0810 0.0354
H 7.222535 8.203647 2.961184 0.0828 -0.0882 -0.0229
H 8.111872 6.668882 2.966948 -0.0214 0.1031 -0.0730
H 9.481776 7.371119 1.102725 0.0550 -0.0060 0.0964
H 9.240943 8.930129 1.922235 -0.0379 -0.0224 -0.1538
H 6.016087 8.820866 0.507854 -0.0945 -0.0604 -0.0379
H 6.479338 7.634821 -0.732715 0.1093 0.1214 0.0439
C 5.526690 -2.086068 0.293664 -0.0131 0.5676 0.2470
C 5.812422 -3.508661 0.700261 0.5043 -0.4004 0.0550
C 4.488733 -4.188536 0.425931 -0.4018 -0.1850 0.0118
O 3.880761 -3.489271 -0.668840 0.2765 0.0796 0.2364
C 4.609304 -2.274586 -0.894668 -0.1653 0.0107 -0.4375
H 6.423214 -1.509272 0.052769 -0.1270 -0.0440 0.0106
H 4.992457 -1.569740 1.100099 0.0543 0.0119 -0.0822
H 6.590235 -3.930252 0.052691 -0.0662 0.0123 0.1100
H 6.138341 -3.612469 1.738295 -0.0466 -0.0231 -0.1079
H 3.816141 -4.111048 1.286733 0.0348 -0.0685 0.0830
H 4.605612 -5.245181 0.168436 -0.1061 0.1081 -0.0458
H 5.180689 -2.395330 -1.821475 0.0171 0.1045 0.0012
H 3.910214 -1.443390 -1.021462 -0.0479 -0.1611 -0.0335
```
Positions in Å, forces in eV/Å.

***

2.
This record from OMol25 describes a cluster of 4 separate species, C32H61BBr2F9N2O17PS4 in total at a distorted geometry. The level of theory is ωB97M-V with the def2-TZVPD basis set.

**LUMO energy**: -0.13 eV
**Energy**: -289808.01714 eV
**SMILES string**: CCO[C@](S)(ON=O)O[C@@](CCC(F)(F)C(F)(F)C(F)(F)C(F)(F)F)([C@H](CC(=O)Br)O[C@@](CCN)(CB(O)O)C[C@@H](C)Br)P(C)CC.CCOS(C)(=O)=O.CCOS(C)(=O)=O.CCOS(C)(=O)=O
**Multiplicity**: 1
**Charge**: 0

```
129
Properties=species:S:1:pos:R:3:forces:R:3
C -7.077408 -0.360976 0.941428 0.4845 -0.2732 -0.2121
C -5.584265 -0.620186 1.114614 -0.2502 0.2841 0.4380
O -5.132226 -1.624613 0.191906 0.3175 0.0001 0.0691
C -4.148578 -1.289282 -0.714998 -0.2535 0.0498 0.0293
S -4.655143 0.103060 -1.846212 -0.0242 -0.0146 -0.0703
O -3.981006 -2.433880 -1.523281 0.0060 -0.1296 -0.4194
N -4.953448 -2.555278 -2.576245 0.2061 -0.0218 0.1187
O -4.646350 -3.421912 -3.280074 -0.1602 -0.0219 0.0926
O -2.919867 -0.976222 -0.188126 0.0342 0.3608 0.3740
C -2.072865 -1.798815 0.695634 0.4072 -0.0317 -0.2811
C -1.260457 -2.751011 -0.222180 -0.0695 -0.1043 -0.2521
C -0.738038 -4.103761 0.293855 -0.0214 -0.1407 -0.3567
C 0.659282 -4.154312 0.879329 0.0129 0.1872 -0.0329
F 0.823886 -3.271714 1.900675 -0.0370 -0.0417 0.0482
F 0.876604 -5.394438 1.389249 -0.0788 -0.0679 -0.0012
C 1.872905 -3.856692 -0.067720 0.0393 -0.2405 -0.0243
F 2.982186 -4.394634 0.494577 0.0124 0.0121 0.0989
F 2.051599 -2.532159 -0.156742 -0.0394 0.1378 -0.0054
C 1.796893 -4.443705 -1.495369 0.1217 0.0838 0.2919
F 0.862473 -3.792431 -2.197502 -0.2264 0.2811 -0.2104
F 1.444754 -5.733037 -1.405996 -0.1232 -0.3769 -0.0636
C 3.140409 -4.370797 -2.286357 -0.4903 0.1409 0.2451
F 2.891022 -4.362538 -3.578424 -0.2790 -0.0015 -0.8201
F 3.895616 -5.401562 -2.016780 0.5737 -0.8997 0.3544
F 3.813277 -3.271621 -1.988484 0.3188 0.7776 0.1790
C -1.108473 -0.711813 1.310354 -0.0248 -0.1031 0.3380
C -1.882848 0.442914 1.986820 0.0841 0.1754 -0.1775
C -1.541615 0.649006 3.439355 -0.3903 0.0918 -0.3590
O -1.299490 -0.155341 4.255209 0.3333 -0.3856 0.2930
Br -1.806910 2.531588 3.991609 0.0576 0.1040 -0.0198
O -0.038027 -0.350345 0.452011 -0.3600 -0.1997 -0.1989
C 0.116705 0.752132 -0.474829 0.3386 0.3181 -0.0263
C 0.874869 1.867157 0.283744 -0.3908 -0.1217 0.5817
C 2.017080 1.331082 1.170245 0.1747 0.1205 -0.2682
N 1.561460 1.205909 2.554397 -0.1543 -0.1296 -0.0122
C 0.999381 0.166274 -1.630683 -0.0442 -0.2104 -0.0932
B 2.408786 0.832307 -1.892816 0.1939 -0.0934 0.1879
O 2.484100 2.012731 -2.586119 0.1065 -0.1670 -0.1336
O 3.596485 0.259020 -1.428934 0.0106 0.0881 -0.8428
C -1.178007 1.274898 -1.105835 -0.0409 -0.1759 -0.3881
C -0.937848 2.450203 -2.086525 -0.0139 -0.3250 -0.1282
C -1.351564 2.159583 -3.536536 -0.0342 0.0283 -0.0119
Br -1.927840 4.016124 -1.423968 0.0684 0.1077 0.0389
P -3.041049 -2.463999 2.209883 -0.2476 0.1301 -0.1300
C -1.791610 -3.233956 3.322635 -0.0834 -0.0810 0.2059
C -4.038605 -3.997203 1.828578 -0.3151 -0.1058 0.0065
C -4.123395 -4.695566 0.462080 -0.2185 -0.2518 -0.0549
H -7.255690 0.347382 0.133106 -0.1491 -0.0554 0.0537
H -7.490515 0.016470 1.880881 -0.0611 -0.0133 -0.2016
H -7.548133 -1.313592 0.674456 -0.1195 0.2274 0.1711
H -5.369714 -0.999054 2.118618 -0.0296 -0.0500 -0.1751
H -5.008372 0.307717 1.018384 0.0150 -0.1699 -0.1807
H -4.325986 1.133051 -1.058771 0.1761 -0.0964 0.2057
H -0.426801 -2.188631 -0.651997 -0.1599 0.0623 0.1748
H -1.900645 -2.972188 -1.074851 0.0115 -0.0507 0.1727
H -1.410336 -4.588923 1.006058 0.1774 0.2138 0.0335
H -0.710560 -4.786321 -0.565474 -0.0379 0.0764 0.1924
H -0.591669 -1.245164 2.114053 0.0592 0.1633 -0.1543
H -2.960109 0.219262 1.997508 0.2192 0.0636 0.0292
H -1.771440 1.397152 1.485978 0.0987 -0.0951 -0.0744
H 0.155709 2.368798 0.947701 0.0717 0.0060 -0.0683
H 1.226772 2.651272 -0.390702 0.0267 -0.2193 -0.0634
H 2.333416 0.342085 0.820905 -0.0791 0.1324 0.0938
H 2.900410 1.981692 1.074886 -0.1436 -0.0523 0.0195
H 2.335059 0.929907 3.150187 -0.0274 0.0485 -0.0166
H 1.230960 2.105260 2.884526 0.0934 0.0528 0.0908
H 0.424662 0.187666 -2.567462 0.0620 0.0225 0.1525
H 1.173927 -0.892246 -1.410845 -0.0913 0.2422 0.0070
H 3.393687 2.199321 -2.861539 -0.1646 0.0966 0.3101
H 3.817006 -0.573137 -1.867514 -0.1232 -0.0054 0.4585
H -1.914865 1.570485 -0.366459 0.0892 0.0074 0.0363
H -1.635403 0.461159 -1.673797 0.0496 0.0057 0.1452
H 0.108402 2.750639 -2.085976 -0.1873 0.1665 0.0949
H -0.466957 1.874769 -4.119265 -0.1491 -0.0328 0.1111
H -1.797182 3.035515 -4.015774 0.1665 -0.1221 0.0677
H -2.079032 1.345154 -3.583744 0.0173 0.1090 0.0148
H -2.316253 -3.278234 4.285623 0.1371 -0.0418 -0.1249
H -0.910520 -2.618048 3.478606 -0.0509 -0.0773 0.0248
H -1.513010 -4.253716 3.048361 0.1079 0.1548 0.0193
H -5.059943 -3.714874 2.114337 0.1732 -0.0557 -0.0312
H -3.722711 -4.728960 2.582929 0.0582 0.1976 -0.0681
H -5.019551 -4.381931 -0.078552 0.2056 0.0506 0.0590
H -4.208679 -5.779862 0.607242 0.0409 0.1828 -0.0072
H -3.274948 -4.519729 -0.191659 0.0148 0.0156 0.0235
O 5.085611 1.059505 2.929894 -0.1142 0.0436 -0.0817
S 6.309204 0.711405 2.267904 0.1075 -0.0582 0.0943
O 6.420970 0.886957 0.853311 -0.0649 0.0769 -0.0531
O 6.685218 -0.778067 2.652500 0.0389 -0.0422 -0.0519
C 5.666315 -1.798577 2.480383 -0.1842 -0.1746 0.0714
C 5.524987 -2.261336 1.047799 0.0891 0.1727 -0.0863
C 7.662826 1.505927 3.059143 0.0221 -0.0066 0.0291
H 4.722907 -1.426903 2.882648 0.0278 0.0817 -0.0238
H 6.002455 -2.610870 3.121250 0.0706 0.0319 0.0038
H 5.112730 -1.479803 0.408651 -0.0214 0.0272 0.0571
H 4.854127 -3.118240 1.021387 0.0409 -0.0046 0.0098
H 6.493675 -2.553828 0.641800 -0.0038 -0.0465 0.0258
H 7.595619 1.330577 4.128986 -0.0028 0.0020 -0.0010
H 7.574871 2.567048 2.835970 -0.0054 -0.0035 -0.0115
H 8.588175 1.109832 2.649554 0.0000 0.0148 -0.0161
O -8.522535 1.953929 -2.799103 0.0013 -0.1407 0.0266
S -9.476065 2.279124 -1.782067 -0.0663 0.2760 0.1045
O -9.690532 1.378441 -0.690230 0.0764 -0.0873 -0.0692
O -10.865115 2.624824 -2.466699 0.0005 -0.0505 0.0258
C -11.391220 1.662367 -3.416271 -0.0803 -0.1151 -0.2155
C -12.034626 0.471709 -2.740159 0.0610 0.0255 0.1098
C -9.139144 3.880397 -1.138581 0.0071 0.0437 -0.0242
H -10.588894 1.363272 -4.091475 0.0423 0.0169 0.0465
H -12.118705 2.231539 -3.990835 -0.0016 0.0506 0.0552
H -11.296881 -0.141970 -2.225843 0.0080 0.0039 -0.0146
H -12.533560 -0.141693 -3.490985 -0.0086 0.0123 -0.0131
H -12.770826 0.800281 -2.006903 -0.0320 -0.0031 -0.0331
H -9.020099 4.573051 -1.966806 0.0069 -0.0022 0.0006
H -8.215358 3.797650 -0.570022 0.0011 -0.0121 -0.0016
H -9.960371 4.175224 -0.491175 0.0044 -0.0153 0.0116
O 12.457549 4.750306 -0.529841 0.0198 -0.0281 0.0134
S 11.455247 4.928873 0.477076 -0.0648 -0.0153 -0.0294
O 11.181223 3.856680 1.385506 0.0231 0.0107 0.0285
O 10.108582 5.397341 -0.215680 0.0004 0.0181 0.0459
C 9.637555 4.625080 -1.350732 -0.0848 -0.0970 -0.2979
C 8.992942 3.323287 -0.933778 0.0614 -0.0386 0.2063
C 11.766242 6.398231 1.389421 0.0164 0.0405 0.0048
H 10.467901 4.465238 -2.039196 0.0711 0.0227 0.0818
H 8.924830 5.285453 -1.840070 -0.0191 0.0438 0.0907
H 9.726797 2.635455 -0.516042 0.0074 -0.0061 -0.0278
H 8.525435 2.844378 -1.793849 -0.0159 0.0434 -0.0214
H 8.232530 3.498064 -0.172829 -0.0654 -0.0117 -0.0637
H 11.933565 7.213709 0.691781 0.0009 -0.0008 0.0003
H 12.657210 6.210541 1.984517 -0.0004 -0.0130 -0.0049
H 10.912803 6.595256 2.032277 0.0013 -0.0096 0.0051
```
Positions in Å, forces in eV/Å.